# 1
Below is a molecular structure, C10H20BEuN6O4S2Se in a non-equilibrium geometry, with properties calculated with ωB97M-V with the def2-TZVPD basis set.

The geometry in XYZ format:
```
45
Properties=species:S:1:pos:R:3:forces:R:3
Eu 0.971527 0.225261 0.757151 -0.83 -0.73 -1.30
N 2.757111 0.290195 -1.386572 -0.24 0.17 0.34
C 3.438015 -0.973032 -1.635266 0.08 -0.08 -0.06
C 3.728103 -1.691364 -0.323842 0.14 -0.01 0.02
N 2.511696 -2.056484 0.381720 -0.24 0.32 0.08
H 2.536220 0.803007 -2.228662 0.08 -0.05 -0.02
H 3.276485 0.900182 -0.754442 0.08 -0.01 -0.09
H 4.387666 -0.861417 -2.176800 -0.01 0.05 0.02
H 2.788468 -1.595979 -2.258634 -0.01 0.00 0.02
H 4.278320 -1.010647 0.332658 -0.01 -0.01 -0.01
H 4.393690 -2.540077 -0.531188 -0.05 -0.02 -0.01
H 2.663977 -2.157580 1.378528 0.02 -0.03 -0.02
H 2.002527 -2.841101 -0.000619 0.12 -0.05 -0.02
C -0.543719 -1.794962 3.134014 0.04 0.00 -0.14
N -1.540886 -0.945934 2.504484 0.03 -0.06 0.05
C -2.333988 -0.043084 3.180881 -0.01 0.13 -0.05
C -3.154003 0.507932 2.261534 0.04 0.01 0.09
N -2.880060 -0.051277 1.035944 0.13 -0.18 0.08
B -3.707823 0.272896 -0.233209 -0.13 0.08 -0.15
N -2.825058 0.649335 -1.474135 0.15 0.11 -0.02
C -3.147133 0.184798 -2.726255 0.02 0.01 -0.11
C -2.268897 0.688866 -3.620279 0.03 -0.11 0.07
N -1.375844 1.449103 -2.890678 -0.08 0.11 -0.07
C -0.263822 2.193430 -3.426502 0.05 0.04 0.00
C -1.736097 1.438518 -1.580805 -0.01 -0.28 0.21
S -0.885257 2.270572 -0.359141 -0.14 0.15 -0.02
C -1.885350 -0.947989 1.188057 -0.12 0.22 -0.12
S -1.108815 -1.841653 -0.045250 0.01 -0.24 -0.05
H -0.941832 -2.150791 4.082664 0.04 0.01 0.03
H 0.389565 -1.249855 3.307215 -0.04 0.00 0.05
H -0.363017 -2.641732 2.473278 0.01 0.02 0.04
H -2.183338 0.160831 4.224522 -0.03 0.02 0.02
H -3.894395 1.279690 2.355163 -0.01 0.01 0.03
H -4.350528 -0.690902 -0.581284 0.01 -0.08 0.03
H -4.439239 1.192175 0.053614 0.04 0.09 0.02
H -3.973996 -0.487355 -2.859469 -0.02 0.00 -0.04
H -2.167737 0.565135 -4.682881 -0.04 -0.04 -0.02
H -0.050964 1.825926 -4.428927 0.00 0.00 0.00
H 0.605749 2.062873 -2.783617 -0.04 0.00 -0.01
H -0.489375 3.259859 -3.465823 0.01 0.00 0.01
O 0.741123 1.441707 2.885819 0.17 -0.08 -0.09
Se 2.393973 1.305910 2.820555 1.59 1.49 2.13
O 3.181599 2.101671 4.011749 -0.54 -0.61 -0.83
O 2.810449 1.831842 1.291069 -0.13 -0.28 0.16
O 2.654889 -0.328497 2.793674 -0.14 -0.07 -0.25
```
Positions in Å, forces in eV/Å.

Output
**Relative energy (zero: lowest compared OMol25 entry of this formula, charge and spin)**: 0.0 kcal per mole
**Energy**: -134852.3381 eV
**LUMO (alpha / beta)**: 2.425 / 2.423 eV
**<S²>**: 15.760
**Spin multiplicity**: 8
**Frontier orbital gap (alpha / beta)**: 6.215 / 7.462 eV
**Charge**: -1

***

# 2
Below is 3 unconnected molecules or ions with the total composition C2H10O2S2 in a non-equilibrium geometry, with properties calculated with ωB97M-V with the def2-TZVPD basis set.

The geometry in XYZ format:
```
16
Properties=species:S:1:pos:R:3:forces:R:3
C 1.454689 2.001678 -1.139795 -0.64 -0.43 -0.30
C 0.104023 1.642037 -0.477630 0.97 0.76 0.21
S 0.411689 1.041249 1.213935 0.26 -0.16 -0.23
S -1.456316 0.533084 1.819936 -0.39 0.08 0.24
H 1.792042 3.021720 -1.005479 -0.01 0.11 0.41
H 2.206768 1.291572 -0.808120 0.28 0.04 -0.07
H 1.319646 1.863709 -2.215439 0.17 0.00 0.04
H -0.523853 2.523729 -0.361667 -0.25 -0.21 -0.36
H -0.341988 0.865399 -1.080352 -0.49 -0.15 0.09
H -1.539211 -0.710563 1.323825 0.07 -0.09 -0.05
O -0.938399 -3.659014 -2.972690 -0.34 -0.53 -0.63
H -1.131920 -4.594031 -3.149359 0.19 0.22 0.44
H -1.175884 -3.280312 -3.828884 0.12 0.33 0.18
O 1.365170 -1.981923 -0.564601 0.47 -0.42 -0.13
H 0.655608 -1.354552 -0.457377 -0.28 0.29 0.22
H 1.756391 -2.093158 0.308924 -0.14 0.15 -0.06
```
Positions in Å, forces in eV/Å.

Output
**Relative energy (zero: lowest compared OMol25 entry of this formula, charge and spin)**: 13.8 kcal per mole
**Energy**: -28001.5216 eV
**LUMO**: 0.600 eV
**Frontier orbital gap**: 9.829 eV
**SMILES**: CCSS.O.O

***

# 3
Below is a molecular structure, C6H22B3FNO7P in a non-equilibrium geometry, with properties calculated with ωB97M-V with the def2-TZVPD basis set.

The geometry in XYZ format:
```
41
Properties=species:S:1:pos:R:3:forces:R:3
C 3.281579 -1.598922 -0.748483 0.48 -0.49 -0.09
C 3.464012 -1.856834 -2.240963 0.08 0.34 -0.02
C 2.747445 -0.872989 -3.165739 -0.69 -0.27 -0.46
F 2.265167 -1.609339 -4.280483 0.21 0.19 0.10
B 1.506215 -0.166842 -2.495594 0.15 0.57 -0.79
O 1.662636 0.918249 -1.653987 0.10 -0.49 0.01
B 0.638132 1.087433 -0.772668 -0.39 1.10 0.82
O -0.271273 0.084519 -0.504175 0.44 -0.25 -0.30
B -0.379126 -0.863800 -1.502857 -1.17 -0.05 0.23
P -1.297170 -2.575005 -1.311775 0.00 -0.51 -0.85
N -2.970657 -2.197757 -1.167284 0.27 0.72 0.36
O -0.865836 -2.909021 0.247167 0.15 -0.21 0.14
O 0.212923 -0.599112 -2.717493 0.67 -0.78 0.30
H 4.084357 -2.094902 -0.216547 0.17 -0.12 0.21
H 2.372193 -2.061882 -0.381717 -0.42 0.22 0.13
H 3.338613 -0.553574 -0.479312 -0.12 0.25 0.04
H 3.077847 -2.834247 -2.496938 -0.19 -0.27 -0.02
H 4.516799 -1.886204 -2.490222 0.28 0.08 -0.06
H 3.417821 -0.126445 -3.584704 0.25 0.11 0.08
H 0.459641 2.117928 -0.212853 0.23 0.11 -0.02
H -3.142015 -1.431137 -0.518105 -0.07 -0.07 0.07
H -3.332013 -1.879369 -2.062072 -0.10 -0.38 -0.10
H -0.512481 -3.811925 0.256578 -0.26 0.30 0.20
C 0.621777 2.167515 2.667808 0.04 0.42 0.11
O 0.126121 3.363435 2.074249 0.00 -0.11 -0.05
H 0.194608 1.322153 2.133575 -0.06 0.03 -0.03
H 1.712132 2.126963 2.590879 0.00 -0.16 0.06
H 0.322989 2.111634 3.716876 0.08 -0.18 0.02
H 0.504474 4.108271 2.551303 -0.06 -0.03 -0.05
C -1.841790 -0.252757 4.404143 0.17 -0.12 -0.29
O -0.639388 -0.979090 4.163506 0.00 0.11 0.06
H -2.025082 -0.247932 5.475236 0.07 -0.05 0.03
H -1.748776 0.779401 4.056258 -0.13 0.02 0.02
H -2.683411 -0.734813 3.900843 -0.10 0.11 0.05
H -0.486286 -0.985671 3.212939 -0.03 -0.08 0.05
C -3.317267 2.620907 -1.294134 0.22 -0.09 0.13
O -2.730104 2.208009 -0.067345 -0.08 -0.07 -0.16
H -4.330607 2.951009 -1.081162 -0.02 0.00 0.03
H -2.761665 3.452949 -1.735697 -0.06 0.01 -0.07
H -3.360047 1.793772 -2.010666 -0.05 0.06 -0.07
H -1.832477 1.915436 -0.258402 -0.06 0.04 0.20
```
Positions in Å, forces in eV/Å.

Output
**Relative energy (zero: lowest compared OMol25 entry of this formula, charge and spin)**: 11.1 kcal per mole
**Energy**: -36442.6461 eV
**LUMO**: 0.248 eV
**Frontier orbital gap**: 8.872 eV

***

# 4
Below is 2 unconnected molecules or ions with the total composition H12N2Si4 in a non-equilibrium geometry, with properties calculated with ωB97M-V with the def2-TZVPD basis set.

The geometry in XYZ format:
```
18
Properties=species:S:1:pos:R:3:forces:R:3
N -0.081650 0.978947 0.750547 2.55 -1.54 -0.65
N 0.804431 -1.097329 -0.562281 -0.76 1.45 1.01
Si -0.803148 0.199339 2.076166 -0.14 -1.05 -0.29
Si -0.619088 1.910090 -0.525774 -2.70 0.19 0.11
Si -0.623078 -1.613302 -1.289947 -2.76 -0.26 0.23
Si 2.364405 -0.440217 -0.207159 -0.61 -0.31 -0.35
H -2.131646 0.097147 1.525329 -1.04 -0.73 0.42
H 0.004964 -1.020881 2.279029 -0.30 -0.16 0.15
H -0.885062 0.876102 3.352092 0.21 0.68 0.40
H 0.210750 1.900574 -1.638724 1.50 0.30 -1.35
H -1.970770 1.421655 -1.154665 0.83 0.59 0.75
H -0.697011 3.188710 0.266863 -0.20 -0.02 -0.55
H -0.607600 -3.097011 -1.544943 0.39 0.47 -0.11
H -0.811593 -0.783418 -2.495972 -0.20 -0.22 -0.23
H -2.097689 -1.515893 -0.490831 2.20 0.08 -0.71
H 3.405293 -1.211450 -1.100959 -0.84 0.76 0.89
H 2.245155 1.040496 -0.446358 0.76 -0.55 -0.05
H 2.293337 -0.833559 1.207588 1.10 0.33 0.32
```
Positions in Å, forces in eV/Å.

Output
**Relative energy (zero: lowest compared OMol25 entry of this formula, charge and spin)**: 116.9 kcal per mole
**Energy**: -34679.5809 eV
**LUMO (alpha / beta)**: -3.352 / -3.345 eV
**Frontier orbital gap (alpha / beta)**: 5.993 / 6.110 eV

***

# 5
Below is a molecular structure, C24H39GaN2O6SbSe4Si, with properties calculated with ωB97M-V with the def2-TZVPD basis set.

The geometry in XYZ format:
```
78
Properties=species:S:1:pos:R:3:forces:R:3
Ga -1.642325 -1.534132 0.309361 0.06 -0.12 0.31
O 5.272776 -2.991320 1.252501 0.04 -0.02 -0.02
C 4.677355 -2.881568 -0.029189 0.01 0.02 -0.01
C 3.181270 -2.885638 0.102373 -0.01 0.00 -0.03
C 2.393254 -3.152069 -1.010538 0.01 0.01 -0.01
C 1.019894 -3.053182 -0.895763 0.01 -0.04 0.00
N 0.427057 -2.747613 0.248508 0.04 0.01 -0.18
C 1.168801 -2.529943 1.324047 -0.10 0.00 0.24
C 2.555863 -2.578742 1.299581 0.01 -0.02 -0.05
C 0.366302 -2.281008 2.556926 0.10 -0.14 -0.18
C 0.909941 -2.293458 3.825543 -0.11 -0.04 0.10
C 0.056361 -2.194330 4.922514 0.02 0.01 -0.03
C 0.609325 -2.219185 6.323920 0.01 0.08 0.02
O 1.553887 -3.258982 6.520870 0.01 -0.06 0.02
C -1.302924 -2.106097 4.690224 -0.05 0.00 -0.01
C -1.772535 -2.059214 3.384910 -0.01 -0.11 -0.06
N -0.948886 -2.136207 2.344825 0.12 0.44 -0.06
H 6.224749 -2.908194 1.151051 -0.01 0.01 0.03
H 4.984870 -3.706450 -0.682168 -0.01 0.01 0.03
H 4.974740 -1.941800 -0.512917 -0.01 -0.03 -0.01
H 2.840331 -3.404990 -1.963406 0.01 0.00 -0.01
H 0.360027 -3.213749 -1.740368 0.00 0.00 -0.03
H 3.146058 -2.376484 2.178965 0.02 0.01 0.03
H 1.971184 -2.418589 3.978291 0.05 0.00 0.00
H -0.214103 -2.285156 7.042554 0.02 -0.01 -0.02
H 1.150173 -1.291797 6.525401 -0.04 -0.02 -0.02
H 1.114886 -4.096679 6.337271 0.03 0.00 0.00
H -2.011198 -2.065089 5.506791 -0.02 -0.01 0.01
H -2.830266 -1.985973 3.159367 0.00 0.05 0.06
Se -5.331574 -3.310341 2.624865 0.02 -0.04 0.03
Sb -4.826468 -2.123545 0.591805 -0.04 0.05 -0.03
Se -2.869458 -3.320332 -0.613382 0.03 0.04 0.00
Se -3.367759 -0.112569 1.188774 -0.16 0.05 -0.10
Se -6.501194 -1.501204 -0.997741 -0.03 -0.02 -0.01
C -4.150431 1.740652 -2.507287 0.06 -0.01 -0.02
C -2.702841 1.375110 -2.809272 -0.06 -0.08 0.13
C -2.136866 2.246044 -3.922314 0.00 0.03 -0.05
C -2.600904 -0.101779 -3.168274 0.02 -0.01 -0.03
O -1.974580 1.650206 -1.602730 0.06 0.06 -0.14
Si -0.540756 1.131473 -1.038545 -0.21 0.04 0.17
O -0.463984 -0.388143 -0.533413 0.03 -0.28 -0.07
O 0.545607 1.363990 -2.258772 -0.14 0.19 -0.03
C 1.906706 0.976117 -2.348383 -0.05 -0.10 0.02
C 2.630118 2.101893 -3.074825 0.07 -0.01 -0.01
C 1.957916 -0.311104 -3.166964 0.04 0.01 0.02
C 2.515842 0.759661 -0.966089 0.14 -0.01 -0.02
O -0.178860 2.080254 0.252015 0.12 -0.13 -0.04
C -0.461115 3.458203 0.477757 -0.11 -0.01 -0.01
C 0.516217 3.907427 1.555509 0.00 0.04 0.03
C -0.255972 4.271071 -0.795697 0.02 0.11 0.02
C -1.898441 3.577896 0.971841 -0.01 0.04 0.02
H -4.776112 1.592184 -3.388661 -0.01 -0.02 -0.03
H -4.213431 2.788031 -2.204986 0.00 0.01 0.01
H -4.535887 1.111234 -1.705043 -0.01 0.02 0.02
H -2.687074 2.068709 -4.847672 -0.01 0.01 -0.04
H -1.081946 2.024821 -4.086505 0.00 -0.02 0.01
H -2.235304 3.301501 -3.662453 0.01 0.03 0.02
H -3.079628 -0.288843 -4.131088 -0.04 0.01 -0.01
H -3.102480 -0.719276 -2.423867 0.01 -0.03 0.06
H -1.556493 -0.415358 -3.243146 0.03 0.01 -0.01
H 2.167696 2.275776 -4.046359 -0.02 0.00 -0.03
H 3.682174 1.851853 -3.225967 0.03 0.00 -0.02
H 2.571290 3.025533 -2.498403 -0.01 0.01 0.04
H 1.589439 -0.127891 -4.176327 -0.03 0.02 -0.04
H 1.319434 -1.058736 -2.699210 0.00 -0.01 0.02
H 2.977165 -0.700302 -3.230853 0.03 -0.01 -0.01
H 2.444963 1.669766 -0.369868 0.00 0.02 0.00
H 3.570126 0.489641 -1.070859 0.02 -0.02 0.04
H 1.994000 -0.034623 -0.431142 0.00 -0.03 -0.02
H 1.541191 3.866028 1.183535 0.03 -0.02 -0.02
H 0.436283 3.246979 2.418831 -0.02 -0.01 0.03
H 0.303159 4.929446 1.874351 0.00 0.02 -0.01
H 0.762836 4.149899 -1.166879 0.03 -0.01 0.00
H -0.427766 5.330028 -0.591233 0.00 0.02 -0.01
H -0.946225 3.951286 -1.575044 -0.02 -0.01 0.00
H -2.033463 2.973366 1.869469 0.00 -0.01 0.02
H -2.587934 3.209360 0.213979 -0.01 -0.01 -0.01
H -2.144092 4.616263 1.205106 0.01 0.03 0.01
```
Positions in Å, forces in eV/Å.

Output
**Relative energy (zero: lowest compared OMol25 entry of this formula, charge and spin)**: 0.0 kcal per mole
**Energy**: -368975.8740 eV
**LUMO**: 1.570 eV
**Frontier orbital gap**: 5.861 eV
**Charge**: -1

***

# 6
Below is 2 unconnected molecules or ions with the total composition C4H7NO in a non-equilibrium geometry, with properties calculated with ωB97M-V with the def2-TZVPD basis set.

The geometry in XYZ format:
```
13
Properties=species:S:1:pos:R:3:forces:R:3
N 2.695043 1.394340 -0.340868 -1.04 -0.24 0.32
C 1.613463 1.098430 -0.052250 0.87 0.25 -0.28
C 0.265467 0.677894 0.258878 0.06 0.06 0.04
C -0.372545 -0.279098 -0.751210 0.01 -0.07 -0.12
C -0.862613 1.117086 -0.643338 -0.13 0.22 -0.13
H 0.049084 0.650999 1.326537 0.00 -0.16 -0.26
H -1.021676 -1.077893 -0.410490 0.19 0.25 0.08
H 0.282391 -0.546728 -1.575114 -0.16 0.14 0.05
H -1.809906 1.240957 -0.128000 0.13 0.10 -0.16
H -0.649095 1.833000 -1.426104 0.00 -0.05 0.07
O -0.376257 -2.113614 1.503086 0.24 -0.21 0.13
H 0.082590 -2.734870 0.925130 -0.10 -0.09 0.15
H 0.119706 -1.296296 1.372406 -0.07 -0.20 0.13
```
Positions in Å, forces in eV/Å.

Output
**Relative energy (zero: lowest compared OMol25 entry of this formula, charge and spin)**: 45.0 kcal per mole
**Energy**: -7797.6913 eV
**LUMO**: 0.777 eV
**Frontier orbital gap**: 11.756 eV
**SMILES**: N#CC1CC1.O